Record 1
DFT (the ωB97M-V functional and the def2-TZVPD basis) results for C16H19B2F4N4O7STl as an isolated structure.

ORCA input file:
```
! wB97M-V def2-TZVPD RIJCOSX def2/J DEFGRID3
* xyz -2 1
Tl -0.269 0.324 -0.873
C -1.564 -3.558 -2.080
C -1.302 -2.771 -0.840
N -0.143 -2.550 -0.343
O 0.913 -3.037 -1.056
B 2.203 -2.985 -0.316
F 3.183 -3.393 -1.225
F 2.147 -3.867 0.785
O 2.670 -1.647 0.185
N 1.693 -0.928 0.810
C 2.013 -0.342 1.897
C 3.386 -0.373 2.505
C 0.885 0.313 2.646
N -0.266 0.249 2.100
O -1.316 0.715 2.828
B -2.563 0.764 1.999
F -2.412 1.712 0.979
F -3.580 1.127 2.890
O -2.986 -0.547 1.423
N -2.127 -1.019 0.475
C -2.405 -2.153 -0.040
C -3.689 -2.895 0.172
C 1.146 0.925 3.993
H -0.709 -4.197 -2.292
H -2.470 -4.162 -1.990
H -1.673 -2.855 -2.912
H 4.053 -0.923 1.845
H 3.776 0.639 2.653
H 3.376 -0.862 3.482
H -4.346 -2.316 0.816
H -4.183 -3.065 -0.788
H -3.508 -3.873 0.628
H 1.865 1.747 3.915
H 0.214 1.310 4.397
H 1.564 0.195 4.692
O -0.063 5.784 -0.992
C 0.636 5.030 -0.374
O 0.681 3.696 -0.645
C 1.573 5.339 0.723
C 1.814 6.591 1.274
C 2.757 6.701 2.277
C 3.446 5.559 2.712
C 3.208 4.315 2.168
C 2.247 4.216 1.155
S 1.738 2.790 0.314
H 1.262 7.447 0.906
H 2.963 7.662 2.732
H 4.185 5.655 3.499
H 3.743 3.441 2.516
C 0.550 -0.751 -3.612
O -0.659 -0.551 -2.977
H 0.432 -0.893 -4.706
H 1.113 -1.629 -3.253
H 1.256 0.108 -3.521
*
```

Its lowest unoccupied orbital energy is 4.0 eV. The value obtained for the total energy is -2386.89114 Eh. For the HOMO-LUMO gap, the calculation gives 5.41 eV.


Record 2
DFT (the ωB97M-V functional and the def2-TZVPD basis) results for C46H42FeN6O3P2S3 as an isolated structure at a distorted geometry.

ORCA input file:
```
! wB97M-V def2-TZVPD RIJCOSX def2/J DEFGRID3
* xyz -1 6
Fe -0.068 0.636 -0.487
S -0.777 0.917 2.527
P 0.393 -0.685 2.363
C 1.210 -0.560 0.809
P 2.894 0.040 0.813
S 3.170 1.843 1.559
C 3.500 -0.028 -0.874
C 4.425 0.887 -1.364
C 4.845 0.728 -2.684
C 4.286 -0.257 -3.453
C 3.467 -1.247 -2.918
C 3.089 -1.164 -1.578
C 3.974 -1.210 1.596
C 3.732 -2.558 1.341
C 4.617 -3.565 1.723
C 5.685 -3.211 2.540
C 5.909 -1.858 2.843
C 5.104 -0.847 2.296
C 1.398 -0.692 3.899
C 1.827 -1.858 4.488
C 2.495 -1.781 5.731
C 2.714 -0.560 6.347
C 2.316 0.586 5.684
C 1.697 0.526 4.475
C -0.617 -2.160 2.589
C -0.666 -3.107 1.546
C -1.548 -4.194 1.707
C -2.348 -4.306 2.820
C -2.271 -3.374 3.840
C -1.351 -2.333 3.759
H 4.772 1.681 -0.716
H 5.541 1.457 -3.140
H 4.572 -0.357 -4.453
H 2.991 -1.988 -3.571
H 2.413 -1.870 -1.111
H 2.849 -2.843 0.796
H 4.504 -4.572 1.365
H 6.370 -3.991 2.898
H 6.709 -1.645 3.562
H 5.336 0.171 2.516
H 1.722 -2.818 3.993
H 2.751 -2.683 6.282
H 3.158 -0.455 7.357
H 2.602 1.577 6.098
H 1.521 1.452 3.929
H -0.110 -2.921 0.660
H -1.501 -4.998 0.978
H -3.035 -5.132 2.952
H -2.907 -3.482 4.729
H -1.252 -1.599 4.581
S 1.181 2.668 -0.848
C -0.167 3.571 -0.208
N -0.053 4.729 0.459
N -1.073 5.509 0.105
C -2.128 5.790 0.863
C -2.260 5.247 2.169
C -3.387 5.557 2.889
C -4.364 6.437 2.468
C -4.230 6.944 1.190
C -3.193 6.572 0.345
N -1.406 3.069 -0.249
N -1.690 1.839 -0.471
C -2.985 1.760 -1.071
C -3.059 2.239 -2.396
C -4.261 2.612 -2.952
C -5.429 2.577 -2.180
C -5.368 2.164 -0.886
C -4.173 1.706 -0.305
H -0.974 6.021 -0.793
H -1.534 4.548 2.481
H -3.502 5.093 3.868
H -5.228 6.632 3.120
H -5.017 7.610 0.783
H -3.200 6.831 -0.725
H -2.125 2.395 -3.008
H -4.323 3.007 -3.976
H -6.428 2.825 -2.581
H -6.254 2.114 -0.238
H -4.131 1.309 0.733
C -1.257 -0.755 -6.215
C -0.329 -1.824 -5.603
C -0.602 -2.085 -4.116
C 0.135 -3.338 -3.638
C -0.061 -3.793 -2.190
C -2.140 -2.192 -3.955
O -2.876 -2.956 -4.598
N -2.665 -1.393 -2.944
C -1.904 -1.179 -1.757
O -2.381 -1.503 -0.649
N -0.664 -0.652 -2.000
C -0.162 -0.787 -3.291
O 0.615 0.029 -3.813
H -0.771 -0.490 -7.169
H -1.319 0.131 -5.596
H -2.225 -1.172 -6.417
H 0.738 -1.619 -5.753
H -0.556 -2.760 -6.207
H 1.219 -3.168 -3.819
H -0.149 -4.168 -4.308
H 0.431 -3.094 -1.489
H 0.344 -4.779 -2.034
H -1.148 -3.818 -1.905
H -3.621 -1.600 -2.768
*
```

Its lowest unoccupied orbital energy (spin up / spin down) is 1.5 / 1.1 eV. The expectation value of S² is 9.16. The value obtained for the total energy is -5473.36312 Eh. For the HOMO-LUMO gap (spin up / spin down), the calculation gives 6.51 / 5.81 eV.


Record 3
DFT (the ωB97M-V functional and the def2-TZVPD basis) results for C25H44B3Ca2F15N8O3S as an isolated structure at a distorted geometry.

ORCA input file:
```
! wB97M-V def2-TZVPD RIJCOSX def2/J DEFGRID3
* xyz 4 1
Ca 0.276 6.325 8.903
Ca -2.772 3.682 11.891
C 3.511 -4.175 14.760
C 3.179 -3.956 13.291
N 2.048 -3.033 13.122
C 0.855 -3.082 13.810
C 0.079 -2.093 13.334
N 0.775 -1.495 12.297
C 1.940 -2.113 12.173
C 0.249 -0.461 11.420
H 3.643 -3.227 15.286
H 4.426 -4.747 14.896
H 2.731 -4.761 15.246
H 2.890 -4.923 12.871
H 4.041 -3.649 12.705
H 0.684 -3.787 14.604
H -0.902 -1.765 13.628
H 2.651 -1.958 11.379
H 0.859 -0.246 10.553
H 0.019 0.455 11.970
H -0.716 -0.778 11.015
C -2.095 0.653 7.633
C -1.847 1.353 6.314
N -1.136 0.521 5.318
C -0.734 -0.785 5.430
C -0.228 -1.161 4.235
N -0.381 -0.091 3.393
C -0.948 0.905 4.057
C -0.161 -0.138 1.952
H -1.233 0.353 8.222
H -2.710 -0.231 7.436
H -2.734 1.308 8.226
H -1.220 2.232 6.485
H -2.771 1.718 5.872
H -0.855 -1.370 6.322
H 0.174 -2.107 3.919
H -1.227 1.840 3.602
H -0.835 -0.878 1.514
H 0.856 -0.438 1.718
H -0.420 0.784 1.440
C 9.626 4.227 11.148
C 8.619 4.582 12.240
N 7.294 4.845 11.628
C 6.723 6.089 11.432
C 5.542 5.878 10.821
N 5.465 4.535 10.512
C 6.535 3.937 11.026
C 4.462 3.920 9.654
H 10.640 4.156 11.540
H 9.601 4.948 10.335
H 9.400 3.221 10.790
H 8.857 5.478 12.805
H 8.522 3.714 12.889
H 7.205 6.961 11.839
H 4.792 6.537 10.420
H 6.774 2.887 11.002
H 4.508 4.258 8.620
H 3.449 4.108 10.016
H 4.597 2.840 9.625
C 4.296 6.181 14.442
C 4.230 4.753 13.959
N 3.799 3.815 15.001
C 4.237 3.827 16.310
C 3.657 2.779 16.932
N 2.793 2.204 16.024
C 2.937 2.824 14.860
C 2.002 0.996 16.311
H 4.622 6.836 13.640
H 4.944 6.288 15.314
H 3.326 6.519 14.804
H 5.153 4.383 13.509
H 3.474 4.696 13.173
H 5.003 4.511 16.628
H 3.776 2.432 17.944
H 2.369 2.650 13.959
H 2.189 0.767 17.357
H 2.303 0.178 15.667
H 0.945 1.246 16.259
B 0.608 3.210 10.526
F 0.918 2.026 9.867
F 0.942 4.279 9.639
F -0.800 3.194 10.831
F 1.310 3.333 11.711
B -3.181 5.165 9.501
F -4.047 5.742 8.656
F -3.515 5.525 10.845
F -3.195 3.728 9.553
F -1.855 5.592 9.189
B 2.763 7.264 9.113
F 2.512 6.444 10.243
F 1.659 8.153 9.042
F 3.954 7.926 9.238
F 2.729 6.433 7.978
C 0.570 6.826 13.489
F 1.447 5.810 13.374
F 0.153 6.845 14.749
F 1.181 7.949 13.159
S -0.914 6.673 12.398
O -1.490 5.328 12.668
O -1.773 7.728 12.785
O -0.393 6.766 11.040
*
```

Its lowest unoccupied orbital energy is -9.5 eV. The value obtained for the total energy is -4968.50387 Eh. For the HOMO-LUMO gap, the calculation gives 8.85 eV.


Record 4
DFT (the ωB97M-V functional and the def2-TZVPD basis) results for a 2-piece molecular cluster, C4H6O3S overall at a distorted geometry.

ORCA input file:
```
! wB97M-V def2-TZVPD RIJCOSX def2/J DEFGRID3
* xyz 0 1
C 1.569 -1.542 0.012
C 0.836 0.572 -0.160
C -0.573 0.641 -0.166
C -1.360 1.717 -0.836
O 0.945 -3.481 1.752
O -0.872 -2.263 0.725
O 0.260 0.997 0.995
S 0.517 -2.314 1.082
H 2.489 -1.099 0.497
H 1.682 0.955 -0.862
H -1.108 -0.243 -0.017
H -1.729 1.283 -1.664
H -0.499 2.470 -1.139
H -2.157 2.307 -0.218
*
```

Its lowest unoccupied orbital energy (spin up / spin down) is -1.1 / -1.1 eV. The value obtained for the total energy is -779.66168 Eh. For the HOMO-LUMO gap (spin up / spin down), the calculation gives 8.22 / 8.22 eV.


Record 5
DFT (the ωB97M-V functional and the def2-TZVPD basis) results for C2H3BrN2O4 in the gas phase at a distorted geometry.

ORCA input file:
```
! wB97M-V def2-TZVPD RIJCOSX def2/J DEFGRID3
* xyz 0 1
C -1.780 -0.185 -0.167
C -0.919 0.984 -0.080
Br -1.683 2.647 0.204
N 0.355 0.808 -0.086
O 1.148 1.751 -0.053
O 0.836 -0.517 -0.123
N 2.359 -1.138 0.221
O 3.188 -0.448 0.577
O 2.250 -2.254 -0.051
H -2.673 0.002 0.323
H -1.654 -0.643 -1.138
H -1.428 -1.007 0.373
*
```

Its lowest unoccupied orbital energy (spin up / spin down) is -1.1 / -1.1 eV. As for the SMILES: C/C(Br)=[N+](/[O-])O[N+](=O)[O-]. The value obtained for the total energy is -3062.18090 Eh. For the HOMO-LUMO gap (spin up / spin down), the calculation gives 7.48 / 7.48 eV.


Record 6
DFT (the ωB97M-V functional and the def2-TZVPD basis) results for C3H6OS2 as an isolated structure at a distorted geometry.

ORCA input file:
```
! wB97M-V def2-TZVPD RIJCOSX def2/J DEFGRID3
* xyz 0 1
C -0.951 0.349 -0.409
C -0.054 -0.863 -0.379
C 1.318 -0.590 -0.863
O -0.518 1.443 -0.640
S -2.683 0.047 -0.210
S -0.539 -2.324 0.141
H -1.561 1.314 1.687
H 1.284 0.031 -1.759
H 1.859 -1.513 -1.057
H 1.855 -0.012 -0.108
H -2.509 -1.241 0.127
H -1.259 1.737 2.279
*
```

Its lowest unoccupied orbital energy is -1.5 eV. The value obtained for the total energy is -989.45856 Eh. For the HOMO-LUMO gap, the calculation gives 7.82 eV.


Record 7
DFT (the ωB97M-V functional and the def2-TZVPD basis) results for a 2-piece molecular cluster, C4H8NO overall at a distorted geometry.

ORCA input file:
```
! wB97M-V def2-TZVPD RIJCOSX def2/J DEFGRID3
* xyz 1 1
C 1.978 0.782 -0.238
C -1.088 0.641 -0.660
C -1.192 0.546 0.816
C -0.012 -0.022 0.062
N 0.224 -1.477 0.083
O 2.769 0.040 0.201
H 1.910 1.692 -0.704
H -1.912 0.218 -1.276
H -0.876 1.701 -0.992
H -0.931 1.386 1.448
H -1.839 -0.197 1.319
H 0.424 -1.799 0.994
H 0.976 -1.605 -0.480
H -0.431 -1.905 -0.572
*
```

Its lowest unoccupied orbital energy is -3.9 eV. The value obtained for the total energy is -286.80349 Eh. For the HOMO-LUMO gap, the calculation gives 9.76 eV.


Record 8
DFT (the ωB97M-V functional and the def2-TZVPD basis) results for a 2-piece molecular cluster, C5H12O2 overall at a distorted geometry.

ORCA input file:
```
! wB97M-V def2-TZVPD RIJCOSX def2/J DEFGRID3
* xyz -1 2
C -0.148 -1.823 1.831
C -0.690 -1.762 0.414
C -0.139 1.238 -1.999
O -0.139 2.703 -1.918
C -0.753 0.563 -0.787
C -0.214 -0.664 -0.506
H -0.330 -2.839 2.223
H 0.929 -1.689 1.951
H -0.602 -1.067 2.479
H -0.458 -2.698 -0.119
H -1.784 -1.674 0.489
H 0.917 0.982 -2.049
H -0.576 0.939 -2.971
H -0.608 3.002 -2.687
H -1.500 1.249 -0.399
H 0.768 -0.903 -0.930
H 1.128 1.724 1.281
H 2.360 0.977 1.740
O 1.839 1.742 1.959
*
```

Its lowest unoccupied orbital energy (spin up / spin down) is 4.0 / 3.8 eV. The expectation value of S² is 0.75. The value obtained for the total energy is -348.08893 Eh. For the HOMO-LUMO gap (spin up / spin down), the calculation gives 3.05 / 7.84 eV.


Record 9
DFT (the ωB97M-V functional and the def2-TZVPD basis) results for C4H6CuO3 as an isolated structure at a distorted geometry.

ORCA input file:
```
! wB97M-V def2-TZVPD RIJCOSX def2/J DEFGRID3
* xyz 1 3
H -3.640 -0.647 -0.406
C -3.768 0.649 -0.534
H -4.312 1.294 -1.242
H -4.030 0.878 0.511
C -2.626 0.060 -0.952
O 0.815 -1.504 -1.029
C 1.367 -0.686 -0.234
O 0.695 0.266 0.259
Cu -0.729 -0.447 -0.720
O 2.640 -0.851 0.034
C 3.270 0.081 0.917
H 3.227 1.092 0.495
H 2.784 0.063 1.898
H 4.309 -0.247 1.004
*
```

Its lowest unoccupied orbital energy (spin up / spin down) is -4.9 / -7.2 eV. The expectation value of S² is 2.01. The value obtained for the total energy is -2021.76890 Eh. For the HOMO-LUMO gap (spin up / spin down), the calculation gives 9.38 / 8.24 eV.


Record 10
DFT (the ωB97M-V functional and the def2-TZVPD basis) results for an isolated ion of composition C10H6F3N2O4S and charge -1 at a distorted geometry.

ORCA input file:
```
! wB97M-V def2-TZVPD RIJCOSX def2/J DEFGRID3
* xyz -1 1
O -2.223 2.321 5.062
C -2.313 1.196 4.596
C -2.089 0.695 3.208
C -1.312 1.408 2.363
C -0.471 0.620 1.406
C -1.403 0.210 0.286
N -0.502 0.031 -1.052
O -0.290 -1.085 -1.493
O -0.215 1.113 -1.567
C -0.225 -0.831 1.735
C -1.247 -1.496 2.423
C -2.086 -0.731 3.229
C -2.304 -1.209 4.604
O -2.227 -2.318 5.091
N -2.471 -0.003 5.310
S -2.215 0.015 7.014
C -3.976 0.002 7.280
F -4.583 1.101 6.745
F -4.574 -1.100 6.744
F -4.225 0.000 8.616
H -1.401 2.494 2.284
H 0.416 1.218 1.087
H -1.951 -0.763 0.307
H -2.046 1.024 -0.020
H 0.533 -1.337 1.112
H -1.385 -2.586 2.359
*
```

Its lowest unoccupied orbital energy is 3.0 eV. As for the SMILES: O=C1C2=C[C@H](C[N+](=O)[O-])C=CC2=C([O-])N1SC(F)(F)F. The value obtained for the total energy is -1492.82800 Eh. For the HOMO-LUMO gap, the calculation gives 6.07 eV.


Record 11
DFT (the ωB97M-V functional and the def2-TZVPD basis) results for a 2-piece molecular cluster, C4H10N3 overall at a distorted geometry.

ORCA input file:
```
! wB97M-V def2-TZVPD RIJCOSX def2/J DEFGRID3
* xyz 1 1
C -0.106 -0.211 0.096
C -0.143 -1.860 -2.156
C -0.965 -1.099 0.784
C 0.238 1.629 1.611
N 0.413 -0.830 -1.836
N 0.508 0.886 0.341
N 1.127 1.628 -0.545
H -0.001 -2.194 -3.080
H -0.902 -2.322 -1.584
H -0.687 -1.568 1.695
H -0.922 -2.014 0.090
H -2.058 -0.845 0.627
H 0.078 2.688 1.410
H -0.682 1.222 1.891
H 1.008 1.472 2.332
H 1.316 1.101 -1.523
H 1.776 2.318 -0.154
*
```

Its lowest unoccupied orbital energy is -4.0 eV. The value obtained for the total energy is -322.24222 Eh. For the HOMO-LUMO gap, the calculation gives 10.03 eV.


Record 12
DFT (the ωB97M-V functional and the def2-TZVPD basis) results for C24H29BrN2O3Zr as an isolated structure.

ORCA input file:
```
! wB97M-V def2-TZVPD RIJCOSX def2/J DEFGRID3
* xyz 2 1
Zr 0.159 -1.368 -0.141
O 6.925 1.043 0.056
C 6.717 -0.344 -0.019
C 5.243 -0.602 -0.111
C 4.751 -1.893 -0.263
C 3.391 -2.092 -0.316
N 2.497 -1.084 -0.238
C 2.978 0.177 -0.112
C 4.327 0.445 -0.037
C 1.954 1.251 -0.054
C 2.276 2.591 -0.059
C 1.263 3.545 -0.020
C 1.588 5.009 -0.031
O 2.982 5.159 -0.013
C -0.059 3.108 0.019
C -0.317 1.761 0.021
N 0.666 0.831 -0.015
H 7.867 1.230 0.120
H 7.093 -0.867 0.868
H 7.203 -0.790 -0.895
H 5.413 -2.746 -0.333
H 2.982 -3.086 -0.420
H 4.702 1.449 0.082
H 3.300 2.926 -0.100
H 1.106 5.475 0.837
H 1.135 5.445 -0.930
H 3.213 6.094 -0.012
H -0.885 3.806 0.051
H -1.329 1.384 0.056
C -1.807 -1.817 2.924
C -3.031 -0.951 2.611
C -2.723 0.534 2.802
C -3.686 -1.226 1.270
C -5.054 -1.485 1.185
C -5.673 -1.722 -0.033
C -4.941 -1.713 -1.211
C -3.574 -1.459 -1.191
C -2.761 -1.422 -2.473
C -1.530 -2.328 -2.500
C -2.411 -0.001 -2.915
C -3.015 -1.217 0.057
O -1.643 -1.004 0.058
H -1.554 -1.756 3.983
H -0.897 -1.486 2.392
H -1.964 -2.865 2.668
H -3.782 -1.223 3.356
H -1.937 0.866 2.118
H -2.373 0.727 3.817
H -3.605 1.148 2.624
H -5.637 -1.507 2.097
H -6.735 -1.924 -0.063
H -5.432 -1.912 -2.156
H -3.412 -1.850 -3.241
H -0.586 -1.834 -2.094
H -1.196 -2.531 -3.518
H -1.650 -3.269 -1.966
H -1.739 0.483 -2.198
H -3.305 0.616 -2.989
H -1.917 -0.002 -3.888
Br 0.428 -3.726 0.483
*
```

Its lowest unoccupied orbital energy is -7.6 eV. The value obtained for the total energy is -3887.83552 Eh. For the HOMO-LUMO gap, the calculation gives 6.52 eV.


Record 13
DFT (the ωB97M-V functional and the def2-TZVPD basis) results for C4H4ClNO in the gas phase at a distorted geometry.

ORCA input file:
```
! wB97M-V def2-TZVPD RIJCOSX def2/J DEFGRID3
* xyz 0 1
C 0.684 -1.700 -1.664
C 0.589 -1.107 -0.496
N 0.566 -0.536 0.591
C 0.195 0.852 0.714
C -1.206 1.004 1.137
O -2.120 0.255 0.845
Cl -1.613 2.612 1.731
H 1.654 -1.589 -2.003
H 0.030 -2.394 -2.152
H 0.866 1.296 1.488
H 0.355 1.307 -0.191
*
```

Its lowest unoccupied orbital energy is 0.4 eV. As for the SMILES: C=C=NCC(=O)Cl. The value obtained for the total energy is -744.94298 Eh. For the HOMO-LUMO gap, the calculation gives 9.76 eV.